Density functional theory data (ωB97M-V with the def2-TZVPD basis set) for a molecular structure, C26H43F5LuP2.

The geometry in ORCA input format:
```
! RIJCOSX wB97M-V def2-TZVPD def2/J DEFGRID3
* xyz 1 1
Lu -0.063 -0.096 2.281
C -0.550 -2.313 3.039
C 0.807 -2.393 2.589
C 0.736 -0.893 4.363
C -0.592 -1.398 4.154
C 1.600 -1.517 3.396
C -1.718 -3.047 2.472
H -1.483 -3.489 1.494
H -2.593 -2.391 2.355
H -2.014 -3.868 3.143
C -1.828 -0.879 4.802
H -2.716 -1.096 4.194
H -1.776 0.204 4.968
H -1.989 -1.347 5.783
C 1.115 0.208 5.293
H 1.178 -0.158 6.326
H 0.377 1.026 5.281
H 2.096 0.626 5.027
C 3.083 -1.389 3.343
H 3.547 -2.005 4.131
H 3.412 -0.355 3.507
H 3.485 -1.740 2.384
C 1.335 -3.326 1.556
H 1.734 -4.236 2.031
H 2.157 -2.876 0.979
H 0.552 -3.641 0.859
C -1.958 0.744 -5.047
C -1.871 -0.596 -5.096
C -0.888 -1.405 -5.890
C 0.407 -0.683 -6.325
C 1.219 -0.137 -5.186
C 1.114 1.044 -4.572
C 0.164 2.156 -4.906
C -1.088 1.763 -5.720
H -1.377 -1.801 -6.797
H 0.186 0.055 -7.105
H -0.602 -2.289 -5.295
H -0.807 1.501 -6.748
H -2.784 1.197 -4.486
H -2.636 -1.194 -4.592
H -1.701 2.679 -5.796
H -0.170 2.628 -3.965
H 1.842 1.300 -3.789
H 0.699 2.944 -5.466
H 1.037 -1.453 -6.803
H 2.016 -0.829 -4.874
P -0.982 -0.152 -0.237
P 1.838 1.222 0.870
C -0.057 1.072 -1.255
C 0.864 2.024 -0.471
H -0.817 1.640 -1.802
H 0.505 0.512 -2.012
H 1.590 2.512 -1.132
H 0.272 2.807 0.019
C 2.626 2.523 1.889
H 3.281 2.043 2.631
H 1.841 3.078 2.423
H 3.218 3.222 1.283
C 3.205 0.361 0.002
H 3.665 1.006 -0.759
H 2.805 -0.539 -0.489
H 3.982 0.050 0.717
C -2.724 0.409 -0.073
H -3.253 -0.264 0.621
H -3.241 0.402 -1.041
H -2.749 1.424 0.345
C -1.058 -1.734 -1.152
H -0.064 -2.204 -1.137
H -1.370 -1.595 -2.195
H -1.762 -2.422 -0.663
F -0.280 2.870 3.615
C -1.173 2.199 2.791
F -1.220 2.959 1.600
C -2.566 2.314 3.417
F -3.407 1.287 3.045
F -2.464 2.279 4.777
F -3.201 3.463 3.079
*
```

Results
* orbital gap: 8.399 eV
* LUMO energy: -3.0 eV
* HOMO energy: -11.37 eV



Density functional theory data (ωB97M-V with the def2-TZVPD basis set) for a molecular structure, C26H43FeN5S4Si4.

The geometry in ORCA input format:
```
! RIJCOSX wB97M-V def2-TZVPD def2/J DEFGRID3
* xyz 1 6
Fe 2.081 -0.115 -0.808
S 4.333 -1.084 -0.077
C 3.559 -0.661 1.401
C 4.181 -0.710 2.660
C 3.474 -0.355 3.783
C 2.137 0.033 3.661
C 1.582 0.058 2.407
N 2.261 -0.257 1.292
H 5.211 -1.030 2.714
H 3.945 -0.389 4.757
H 1.536 0.289 4.522
H 0.541 0.309 2.270
C 0.854 3.160 -2.160
C 0.363 1.868 -2.716
N 0.570 0.676 -2.214
C 0.017 -0.306 -3.012
C -0.592 0.147 -4.135
S -0.500 1.849 -4.192
C 0.234 -1.700 -2.635
C -0.341 -2.794 -3.193
S 0.368 -4.203 -2.544
C 1.388 -3.255 -1.545
N 1.213 -1.966 -1.696
C 2.323 -3.921 -0.597
H 1.116 3.049 -1.114
H 1.736 3.494 -2.710
H 0.089 3.932 -2.248
H -1.067 -0.427 -4.912
H -1.116 -2.831 -3.940
H 2.950 -4.640 -1.124
H 1.759 -4.465 0.164
H 2.962 -3.184 -0.118
S 3.586 0.083 -3.267
C 4.170 1.238 -2.237
N 5.399 1.817 -2.420
C 5.943 2.708 -1.568
C 5.243 3.100 -0.471
C 3.977 2.513 -0.303
N 3.462 1.636 -1.129
H 5.922 1.494 -3.223
H 6.931 3.068 -1.819
H 5.640 3.809 0.235
H 3.367 2.774 0.558
C -0.593 -2.300 3.264
Si -1.812 -2.140 1.846
C -3.549 -2.267 2.559
C -1.500 -3.611 0.716
Si -1.725 -0.199 0.513
Si -1.569 2.020 1.313
C -2.396 2.137 2.998
C 0.164 2.772 1.499
C -2.475 3.137 0.100
Si -3.676 -0.280 -0.822
C -3.943 -2.005 -1.530
C -5.155 0.151 0.267
C -3.707 0.926 -2.268
H -0.757 -3.287 3.707
H -0.745 -1.557 4.049
H 0.447 -2.252 2.942
H -3.580 -3.086 3.283
H -4.282 -2.485 1.780
H -3.860 -1.353 3.067
H -1.800 -4.528 1.232
H -0.434 -3.691 0.495
H -2.040 -3.560 -0.228
H -1.956 1.442 3.717
H -3.462 1.912 2.930
H -2.290 3.148 3.400
H 0.551 2.652 2.512
H 0.085 3.843 1.298
H 0.902 2.343 0.819
H -2.144 2.989 -0.930
H -2.288 4.180 0.371
H -3.553 2.974 0.130
H -4.142 -2.741 -0.750
H -3.083 -2.350 -2.109
H -4.812 -1.983 -2.193
H -5.477 -0.692 0.879
H -5.997 0.450 -0.363
H -4.938 0.983 0.941
H -2.764 0.981 -2.811
H -3.978 1.932 -1.951
H -4.476 0.583 -2.966
*
```

Results
* orbital gap (alpha / beta): 6.106 / 6.721 eV
* relative energy (zero: lowest compared OMol25 entry of this formula, charge and spin): 0.00 kcal per mole
* LUMO energy (alpha / beta): -3.2 / -3.3 eV
* HOMO energy (alpha / beta): -9.29 / -9.98 eV



Density functional theory data (ωB97M-V with the def2-TZVPD basis set) for a molecular structure, C26H43N2O2P2PdSi.

The geometry in ORCA input format:
```
! RIJCOSX wB97M-V def2-TZVPD def2/J DEFGRID3
* xyz 1 5
C -0.117 3.710 -2.674
C -0.105 2.340 -2.381
N 0.701 1.863 -1.417
C 1.555 2.667 -0.768
C 1.547 4.048 -0.984
C 0.698 4.573 -1.949
C -0.988 1.363 -3.112
P -1.341 -0.108 -2.072
Pd 0.696 -0.336 -0.982
P 2.710 0.249 -0.017
C 2.497 2.054 0.253
C 0.730 -2.443 -0.696
C -0.366 -3.006 -0.065
C -0.374 -4.401 0.146
C 0.704 -5.174 -0.292
C 1.787 -4.578 -0.939
C 1.812 -3.187 -1.126
O 0.008 0.244 -5.461
O 0.824 -1.965 -4.154
H -0.796 4.060 -3.448
H 2.211 4.674 -0.386
H 0.670 5.646 -2.136
C -2.759 0.428 -1.091
C -1.956 -1.475 -3.090
H 3.481 2.540 0.208
H 2.094 2.202 1.268
H -0.512 0.999 -4.073
H -1.951 1.821 -3.369
C 3.145 -0.486 1.582
C 4.211 0.142 -1.037
H -1.193 -2.377 0.275
H -1.219 -4.870 0.656
H 0.702 -6.251 -0.124
H 2.619 -5.181 -1.298
H 2.678 -2.707 -1.584
H 1.105 -1.701 -3.236
H 1.001 -2.922 -4.235
H 0.445 -0.601 -5.176
H 0.682 0.793 -5.890
H 1.806 -0.509 -2.192
H -3.522 0.873 -1.748
H -3.191 -0.427 -0.565
H -2.438 1.154 -0.334
H -2.839 -1.173 -3.670
H -1.159 -1.806 -3.772
H -2.218 -2.318 -2.437
H 5.062 0.619 -0.528
H 4.429 -0.918 -1.226
H 4.017 0.640 -1.996
H 4.103 -0.090 1.955
H 2.360 -0.282 2.323
H 3.230 -1.574 1.448
C -3.830 -1.430 1.782
Si -2.449 -0.716 2.841
C -3.158 0.397 4.183
C -1.446 -2.148 3.505
N -1.382 0.244 1.852
C -0.563 1.169 2.318
C -0.657 2.512 1.802
C -0.262 3.592 2.581
C 0.407 3.366 3.797
C 0.762 2.065 4.182
C 0.351 0.969 3.432
H -4.547 -1.981 2.408
H -3.441 -2.131 1.032
H -4.388 -0.643 1.259
H -3.992 -0.087 4.710
H -2.399 0.687 4.930
H -3.551 1.330 3.743
H -1.161 -2.826 2.690
H -0.528 -1.807 3.997
H -2.041 -2.709 4.240
H -1.221 2.648 0.877
H -0.480 4.610 2.240
H 0.669 4.201 4.448
H 1.401 1.904 5.061
H 0.633 -0.055 3.709
*
```

Results
* orbital gap (alpha / beta): 6.507 / 4.885 eV
* LUMO energy (alpha / beta): -1.9 / -6.0 eV
* HOMO energy (alpha / beta): -8.37 / -10.92 eV